Arrangement i

# C7H8N2O

A single C7H8N2O molecule (ωB97M-V with the def2-TZVPD basis set, the OMol25 dataset).

Results
Structure (SMILES): CC1(C)O[C@H](C#N)[C@H]1C#N

Geometry as ORCA input:
```
! RIJCOSX wB97M-V def2-TZVPD def2/J DEFGRID3
* xyz 0 1
C 0.717 1.315 1.015
C 0.523 0.171 -0.039
C 1.843 -0.371 -0.725
O -0.320 0.766 -1.038
C -1.489 0.023 -0.672
C -2.597 0.803 -0.059
N -3.414 1.421 0.438
C -0.687 -0.803 0.367
C -0.427 -2.210 0.086
N -0.033 -3.280 -0.109
H 1.425 1.961 0.390
H 1.061 0.975 1.934
H -0.285 1.762 1.155
H 2.630 0.114 -0.260
H 1.686 -0.129 -1.765
H 2.096 -1.368 -0.674
H -1.787 -0.573 -1.508
H -0.943 -0.576 1.462
*
```

Arrangement ii

# C7H8N2O

A single C7H8N2O molecule (ωB97M-V with the def2-TZVPD basis set, the OMol25 dataset).

Geometry as ORCA input:
```
! RIJCOSX wB97M-V def2-TZVPD def2/J DEFGRID3
* xyz 0 1
C 2.787 -1.492 0.581
C 1.789 -2.971 1.720
C 1.655 -0.835 1.099
C 0.122 1.187 0.952
C -1.417 1.933 -0.908
C -0.226 1.008 -0.671
C 1.257 0.463 1.026
N 2.845 -2.783 0.996
N 1.001 -1.887 1.764
O -0.445 2.114 1.554
H 3.573 -1.072 -0.024
H 1.762 -4.034 2.162
H -2.172 2.033 -0.158
H -0.965 2.886 -1.037
H -1.979 1.521 -1.747
H -0.369 -0.013 -0.824
H 0.575 1.416 -1.146
H 0.154 -1.679 2.245
*
```

Most stable pick: arrangement i. Distance to second place: 0.0522 hartree.

Arrangement i

# C9H16N3O

A gas-phase ion, C9H16N3O (charge +1) (ωB97M-V with the def2-TZVPD basis set, the OMol25 dataset).

Results
Structure (SMILES): N/N=C1/CCCC/[N+]1=C(/O)C1CC1

Geometry as ORCA input:
```
! RIJCOSX wB97M-V def2-TZVPD def2/J DEFGRID3
* xyz 1 1
N 2.016 2.079 -0.868
N 1.322 1.329 -1.784
C 0.475 0.451 -1.504
C 0.062 -0.496 -2.595
C -1.122 -1.348 -2.360
C -2.191 -0.491 -1.593
C -1.569 -0.152 -0.210
N -0.167 0.155 -0.182
C 0.599 0.126 0.917
O 1.879 0.305 0.849
C 0.001 -0.090 2.201
C 0.747 -1.025 3.156
C 0.650 0.432 3.514
H 1.346 2.760 -0.253
H 2.447 2.810 -1.403
H -0.415 0.143 -3.324
H 0.975 -0.878 -3.056
H -1.623 -1.641 -3.229
H -0.842 -2.234 -1.871
H -2.438 0.285 -2.293
H -3.000 -1.145 -1.415
H -2.017 0.682 0.348
H -1.880 -1.005 0.285
H 2.219 0.740 -0.092
H -1.110 -0.071 2.205
H 1.851 -1.353 2.855
H 0.179 -1.904 3.691
H -0.080 0.739 4.251
H 1.685 0.798 3.762
*
```

Arrangement ii

# C9H16N3O

2 unconnected molecules or ions with the total composition C9H16N3O (ωB97M-V with the def2-TZVPD basis set, the OMol25 dataset).

Geometry as ORCA input:
```
! RIJCOSX wB97M-V def2-TZVPD def2/J DEFGRID3
* xyz 1 1
C -3.535 -1.503 2.431
C -2.502 -0.896 1.353
C -2.651 -1.383 -0.114
C -1.712 -0.870 -1.244
C -0.601 0.161 -0.922
C -0.478 0.635 0.542
C 0.639 1.748 0.913
N -0.170 2.963 1.392
C -1.391 0.143 1.721
H -3.518 -0.935 3.420
H -4.613 -1.431 2.032
H -3.348 -2.625 2.611
H -3.455 -2.146 -0.410
H -1.834 -1.241 -2.311
H 0.116 0.619 -1.681
H 1.240 2.072 -0.017
H 1.375 1.376 1.704
H -0.207 2.982 2.424
H -1.151 2.870 1.058
H 0.237 3.807 0.961
H -1.295 0.520 2.796
C 3.236 -0.508 -2.426
O 2.361 0.319 -2.649
N 4.555 -0.221 -2.533
N 2.960 -1.781 -2.054
H 5.288 -0.884 -2.355
H 4.801 0.716 -2.808
H 1.989 -2.033 -1.964
H 3.663 -2.474 -1.867
*
```

Most stable pick: arrangement ii. Distance to second place: 0.0206 hartree.

Arrangement i

# C21H22N4O3

A single C21H22N4O3 molecule (ωB97M-V with the def2-TZVPD basis set, the OMol25 dataset).

Results
Structure (SMILES): CC(=O)Nc1cc(-c2nn(C)c(=O)c3ccccc23)ccc1N1CCOCC1

Geometry as ORCA input:
```
! RIJCOSX wB97M-V def2-TZVPD def2/J DEFGRID3
* xyz 0 1
C -3.291 -3.305 1.611
C -2.117 -2.548 1.024
O -1.045 -3.056 0.785
N -2.414 -1.240 0.789
C -1.579 -0.240 0.283
C -0.198 -0.308 0.360
C 0.585 0.748 -0.100
C 2.051 0.695 -0.017
N 2.625 1.776 0.407
N 3.942 1.838 0.560
C 4.456 3.100 1.045
C 4.829 0.805 0.337
O 6.018 0.954 0.556
C 4.208 -0.413 -0.187
C 5.016 -1.503 -0.513
C 4.457 -2.639 -1.051
C 3.085 -2.689 -1.293
C 2.274 -1.624 -0.974
C 2.816 -0.473 -0.388
C -0.036 1.893 -0.589
C -1.413 1.964 -0.674
C -2.201 0.895 -0.268
N -3.608 0.891 -0.328
C -4.327 2.134 -0.170
C -5.715 1.767 0.404
O -5.991 0.394 0.236
C -5.715 -0.036 -1.074
C -4.203 0.081 -1.375
H -4.164 -3.216 0.968
H -3.539 -2.897 2.589
H -3.026 -4.352 1.719
H -3.364 -0.922 0.948
H 0.258 -1.172 0.816
H 5.094 2.922 1.911
H 3.610 3.727 1.311
H 5.056 3.581 0.270
H 6.078 -1.419 -0.336
H 5.079 -3.486 -1.299
H 2.652 -3.573 -1.736
H 1.217 -1.672 -1.183
H 0.574 2.720 -0.916
H -1.880 2.851 -1.075
H -4.441 2.669 -1.128
H -3.788 2.777 0.525
H -5.754 1.935 1.481
H -6.498 2.371 -0.080
H -6.051 -1.073 -1.128
H -6.296 0.558 -1.794
H -4.051 0.538 -2.368
H -3.725 -0.900 -1.382
*
```

Arrangement ii

# C21H22N4O3

A single C21H22N4O3 molecule (ωB97M-V with the def2-TZVPD basis set, the OMol25 dataset).

Results
Structure (SMILES): COc1ccc([C@@H]2CC(=O)c3cnn(-c4nc(C)cc(C)n4)c3C2)cc1OC

Geometry as ORCA input:
```
! RIJCOSX wB97M-V def2-TZVPD def2/J DEFGRID3
* xyz 0 1
C 0.856 4.543 4.509
O 0.249 3.278 4.434
C 0.677 2.397 3.469
C 1.631 2.721 2.515
C 2.031 1.820 1.543
C 1.490 0.546 1.503
C 1.850 -0.477 0.454
C 3.274 -0.331 -0.089
C 3.649 -1.458 -1.041
O 4.765 -1.926 -1.096
C 2.537 -1.862 -1.886
C 2.455 -2.761 -2.982
N 1.243 -2.795 -3.464
N 0.505 -1.945 -2.719
C -0.844 -1.771 -2.987
N -1.482 -0.846 -2.283
C -2.777 -0.683 -2.535
C -3.496 0.349 -1.731
C -3.418 -1.448 -3.503
C -2.654 -2.389 -4.190
C -3.236 -3.266 -5.247
N -1.366 -2.545 -3.921
C 1.254 -1.357 -1.749
C 0.832 -0.403 -0.701
C 0.539 0.218 2.458
C 0.117 1.107 3.440
O -0.840 0.600 4.269
C -1.198 1.258 5.463
H 0.676 5.134 3.605
H 1.934 4.465 4.685
H 0.388 5.038 5.359
H 2.077 3.703 2.515
H 2.773 2.132 0.827
H 1.764 -1.471 0.909
H 3.998 -0.298 0.726
H 3.364 0.596 -0.663
H 3.238 -3.353 -3.410
H -3.976 1.072 -2.389
H -4.271 -0.122 -1.128
H -2.796 0.861 -1.078
H -4.467 -1.316 -3.713
H -3.667 -2.660 -6.042
H -4.027 -3.884 -4.828
H -2.456 -3.902 -5.655
H -0.174 -0.632 -0.348
H 0.806 0.611 -1.111
H 0.091 -0.764 2.468
H -1.715 2.200 5.270
H -1.874 0.570 5.972
H -0.329 1.446 6.096
*
```

Most stable pick: arrangement i. Distance to second place: 0.0248 hartree.